1.
Molecular formula: C31H73NO12P3S3
Method: DFT, wB97M-V/def2-TZVPD

Each line ends with the Löwdin charge.
Atoms and positions in Å:
S1 -6.5384 -5.1359 6.0250  1.121
C1 -2.1936 8.7386 -7.7741  -0.074
H1 5.1119 2.5089 -2.6479  0.109
C2 -1.6757 -1.9176 0.1947  -0.079
H2 2.1487 -4.1159 7.6424  0.070
C3 -0.9962 -1.4744 -1.0835  -0.277
C4 -2.4222 -1.2917 4.9411  -0.140
H3 -6.4650 -3.8347 5.7016  0.029
H4 5.1208 4.7607 -0.5694  0.084
O1 -1.4818 -0.2008 -1.4959  -0.184
H5 -0.6855 2.4966 1.2429  0.104
H6 -0.5569 -1.9526 5.7530  0.073
H7 -1.5430 -8.3468 5.8956  0.129
C5 -0.7324 -2.8709 3.8371  -0.452
H8 -1.3953 2.6926 -7.9056  0.103
P1 5.9437 0.9109 -0.5607  0.423
H9 -2.5503 9.4334 -7.0134  0.080
O2 5.6341 1.0557 0.9830  -0.162
O3 -1.9628 4.1550 -9.2759  -0.186
H10 0.2998 -6.1116 3.9369  0.116
H11 -3.5819 -8.5312 4.7067  0.121
H12 6.3636 3.7326 -2.4920  0.121
C6 -0.9500 -1.6776 4.7757  -0.306
C7 5.6114 3.1701 -1.9378  -0.273
N1 -1.4567 -6.4968 4.9715  -0.203
C8 -4.8403 -5.7210 6.2891  -0.367
O4 -1.1756 4.9414 -7.0668  -0.233
H13 4.1746 4.7613 -2.0665  0.076
H14 -4.0111 -8.2333 6.3556  0.116
C9 4.6263 4.1267 -1.3066  -0.076
H15 9.6328 0.0702 -1.8504  0.077
S2 -2.0015 -4.1673 3.8395  0.911
H16 -0.7684 -2.4915 2.8167  0.046
O5 5.3789 0.1977 -1.7100  -0.223
H17 -1.9433 2.1380 -9.4789  0.117
H18 3.1300 -5.5768 7.5755  0.074
H19 0.3820 -6.9504 6.8030  0.093
H20 -2.5165 6.9621 -6.5994  0.106
C10 1.6985 -5.4672 5.9700  -0.257
H21 1.2302 4.3791 -2.8886  0.088
H22 -2.9327 -1.9641 5.6262  0.032
C11 -2.1120 -7.4185 5.9024  -0.205
H23 -4.8424 -6.2888 7.2178  0.108
H24 -3.6475 1.7422 -7.6395  0.076
H25 0.0865 -1.4619 -0.9640  0.108
H26 -1.2487 -2.8573 0.5524  0.069
H27 -5.3116 -6.9799 4.6127  0.102
C12 8.7339 -0.4557 -2.1742  -0.073
H28 3.1925 -0.0954 1.2469  0.087
C13 7.8883 -0.8386 -0.9786  -0.282
H29 -1.1420 3.7292 -2.5492  0.110
H30 -2.9187 -1.2812 3.9706  0.068
H31 -0.5343 3.0876 -4.0602  0.124
C14 -2.8075 7.3684 -7.5692  -0.271
H32 -0.6146 4.4550 -0.2954  0.062
O6 -0.3316 5.7460 -9.6518  -0.157
H33 1.6021 -7.6211 5.7490  0.118
C15 -3.5441 -7.7693 5.4805  -0.159
H34 1.4764 -5.6511 8.1468  0.063
H35 -0.4269 -0.8020 4.3963  0.109
H36 -3.9196 -5.9584 4.3421  0.071
C16 -3.5408 2.6970 -8.1564  -0.073
H37 -2.4270 2.6738 1.4078  0.117
H38 -7.4270 -6.2073 7.8852  0.070
H39 -2.7442 -2.0623 0.0271  0.080
H40 8.1862 0.2139 -2.8377  0.076
H41 0.2452 -3.3236 3.9762  0.069
C17 -7.3641 -5.1584 7.6057  -0.274
C18 -4.4159 -6.5762 5.0863  -0.248
O7 -0.8000 1.6808 -2.6174  -0.151
C19 -1.5900 2.8171 0.7228  -0.273
C20 -0.0527 -6.8389 4.6714  -0.165
H42 2.2566 1.4045 1.3157  0.061
H43 4.4080 2.7280 1.2034  0.101
C21 -0.4271 3.0247 -2.9790  -0.242
H44 -3.8952 7.4468 -7.5753  0.119
P2 -0.6857 1.1522 -1.1367  0.447
H45 -1.1044 8.6928 -7.7057  0.060
H46 -1.5711 -1.1604 0.9745  0.068
H47 1.0824 6.9231 -10.5040  0.122
P3 -1.3025 5.3722 -8.4633  0.421
C22 3.1668 0.9492 0.9338  -0.090
C23 0.9122 -6.7856 5.8643  -0.191
O8 -1.8500 1.9899 -0.4134  -0.169
H48 1.9343 7.9408 -8.3924  0.084
H49 3.1129 0.9613 -0.1575  0.061
H50 -0.0254 -7.8073 4.1782  0.123
H51 -3.7925 3.5011 -7.4643  0.074
C24 4.4081 1.6631 1.4483  -0.243
H52 -4.1999 -4.8478 6.3933  0.041
H53 -2.4633 -0.2806 5.3424  0.074
H54 -2.4495 9.1345 -8.7572  0.083
H55 -2.1066 -7.0801 6.9387  0.088
C25 1.3419 7.0264 -8.3774  -0.081
C26 -2.1332 2.8653 -8.6883  -0.282
H56 2.0179 6.1724 -8.3321  0.086
C27 -1.6520 -5.1453 5.2790  -1.071
O9 7.4130 0.3238 -0.2973  -0.187
H57 8.4906 -1.3934 -0.2575  0.116
H58 2.6054 -5.6084 5.3829  0.110
O10 6.3061 2.4298 -0.9415  -0.170
H59 1.1318 -4.6382 5.5539  0.062
C28 0.9870 3.3612 -2.5874  -0.083
C29 -1.4867 4.2789 0.3381  -0.071
H60 3.8296 3.5825 -0.7979  0.054
H61 4.4387 1.5927 2.5346  0.117
C30 2.1302 -5.1792 7.4145  -0.102
S3 -1.5979 -4.4714 6.7635  0.772
O11 -2.4602 6.4719 -8.6270  -0.168
H62 0.7443 7.0208 -7.4610  0.064
H63 7.0609 -1.4824 -1.2740  0.104
H64 -8.3707 -4.7688 7.4923  0.068
C31 0.4641 6.9451 -9.6087  -0.251
H65 -1.2242 -2.1727 -1.8898  0.120
H66 -1.3882 4.9011 1.2280  0.081
H67 -2.3703 4.5970 -0.2155  0.083
H68 1.6919 2.6770 -3.0620  0.091
O12 0.3465 0.7633 -0.1618  -0.227
H69 -6.8123 -4.6237 8.3721  0.072
H70 -4.2619 2.7338 -8.9736  0.077
H71 -0.1882 7.8166 -9.6961  0.106
H72 9.0315 -1.3413 -2.7370  0.077
H73 1.1278 3.2790 -1.5071  0.058

* max |F|: 4.59 eV/A
* total charge: +1
* E_LUMO: -3.2 eV
* spin multiplicity: 1

***

2.
Molecular formula: C6H5F9NO4Si
Method: DFT, wB97M-V/def2-TZVPD

Each line ends with the Löwdin charge.
Atoms and positions in Å:
H1 -0.2011 -2.6332 -1.6249  -0.037
F1 -4.0012 -0.3271 -0.2517  0.138
C1 -3.1649 -2.4476 0.0836  -0.582
C2 2.0531 -1.8238 -0.1505  -0.880
H2 1.2170 -1.0070 -2.6843  -0.032
Si1 0.6405 -1.4375 -1.3936  0.846
F2 -3.5446 -2.3846 1.3509  0.186
O1 2.3038 2.9511 -0.5455  0.085
F3 -2.1386 -3.2637 -0.0284  0.183
H3 2.4337 3.9472 2.2677  0.094
F4 -4.1814 -2.9561 -0.6212  0.167
F5 -2.1319 0.8736 0.7152  0.125
F6 -2.7005 -1.1352 -1.7981  0.141
C3 -2.8654 -1.0317 -0.4704  -0.344
H4 3.7980 2.8182 2.0329  0.099
F7 0.3569 0.8135 0.0303  0.039
C4 2.8083 3.1055 1.6933  0.049
C5 -1.6591 -0.2942 0.2079  -0.391
O2 1.8120 -1.6966 1.0629  -0.108
N1 2.9392 3.5565 0.2796  -0.456
F8 -0.9603 0.8394 -1.7250  0.034
C6 -0.4739 0.0291 -0.7236  -0.503
F9 -1.2319 -1.0396 1.2410  0.140
O3 3.6854 4.4949 0.0634  0.036
O4 3.0829 -2.2160 -0.7274  -0.123
H5 2.1242 2.2649 1.7160  0.092

* max |F|: 0.70 eV/A
* total charge: -1
* E_LUMO: 2.8 eV
* spin multiplicity: 1

***

3.
Molecular formula: C71H82AsBBaN9OP3S2
Method: DFT, wB97M-V/def2-TZVPD

Each line ends with the Löwdin charge.
Atoms and positions in Å:
H1 -4.0879 5.3760 3.4291  0.091
H2 2.3159 -0.6966 -3.6955  0.075
H3 3.2849 1.6175 0.8407  0.080
C1 -0.7760 7.2122 4.1393  -0.097
H4 0.1616 -8.3326 -4.3319  0.108
C2 2.9611 1.1923 6.8093  -0.193
P1 -0.6294 -3.6576 2.2138  0.758
C3 -3.1481 5.8841 3.6167  -0.142
H5 -1.4331 -5.3342 0.6895  0.029
H6 -0.8782 7.8990 2.1153  0.105
H7 -2.7743 -4.5775 1.5492  0.024
C4 5.6832 -1.1696 0.2303  -0.089
N1 4.5430 -0.7721 2.2307  0.075
C5 -2.5640 4.0904 0.4716  -0.456
C6 3.9007 1.2224 -2.8724  -0.035
H8 -1.1157 -2.0381 -4.5088  -0.011
H9 1.9280 -1.2067 6.2279  0.113
C7 2.5131 1.5923 4.4156  -0.069
H10 -4.0041 -5.2929 -4.0499  0.113
C8 0.3872 2.6044 -3.6277  -0.072
C9 -1.7663 -4.9741 1.6632  -0.280
C10 1.9503 -4.4520 -2.1502  -0.787
C11 4.5905 -1.4899 1.0868  -0.756
H11 -2.7062 -0.9357 5.8473  0.094
C12 -0.5477 -0.6279 -2.8031  -0.265
H12 -1.5688 -0.0943 -4.7996  0.010
C13 -1.1907 -3.3092 3.9488  -0.390
H13 -0.2328 -5.6993 -4.0895  0.046
H14 1.0383 2.3029 -1.6278  0.083
H15 5.0959 2.9846 -2.7722  0.106
C14 -1.3205 9.7629 -1.1669  -0.087
C15 -1.8305 8.5258 -0.7836  -0.110
H16 -2.8717 11.7172 1.1157  0.101
H17 -6.1564 -3.3295 -1.6269  0.117
C16 1.4622 -0.1344 2.9742  -0.337
C17 1.2121 -8.1929 -4.1206  -0.077
C18 0.0215 3.8218 2.2606  -0.120
N2 -2.5555 -2.2989 -0.1089  0.113
C19 2.0257 1.1398 3.1942  -0.193
C20 6.4859 0.4806 1.8012  -0.061
H18 3.7176 -0.9267 2.8123  0.106
C21 -3.2429 -3.4609 -3.2415  -0.152
H19 4.0549 1.0539 -3.9284  0.110
H20 5.2260 0.6480 3.5529  0.127
H21 2.8529 5.6101 0.3787  0.102
H22 -0.9152 6.3774 6.1115  0.103
C22 -2.7126 8.4334 0.2851  -0.437
C23 5.4338 0.1789 2.6030  -0.068
H23 -0.4105 -5.1437 4.7426  0.093
C24 -2.3293 5.4860 -0.0847  -0.439
H24 1.2621 -4.8996 1.4717  0.007
H25 -4.8992 -1.2766 -3.5119  0.132
C25 -1.2651 -3.9501 6.2856  -0.074
H26 1.8695 -9.4112 -5.7566  0.104
N3 -0.3050 -0.4371 -1.6892  -0.146
H27 -4.2872 -2.0566 2.3242  0.028
H28 -2.5830 4.1046 1.5657  0.039
C26 -1.3595 7.3075 2.8848  -0.100
C27 -6.0470 -2.8833 -2.6200  -0.181
C28 1.9577 -0.5384 5.3766  -0.049
C29 -2.1722 0.7170 3.8237  -0.283
H29 2.6884 5.8193 2.8427  0.103
C30 -5.6671 -3.9667 -3.6241  -0.201
C31 1.6864 -3.6919 -4.5227  -0.193
C32 -1.3706 6.4466 5.1333  -0.097
B1 -0.7553 -0.8887 -4.3701  -0.433
P2 -2.2597 -0.8855 2.9397  0.777
C33 -1.9157 3.1966 -3.9303  -0.081
H30 0.8342 4.6807 4.0334  0.103
H31 3.1969 -4.8828 -3.6470  0.150
N4 2.3405 -4.3980 -3.4178  0.045
H32 -3.0213 5.1718 5.6362  0.101
H33 -3.1136 -2.9793 -4.2105  0.112
S1 3.4289 -2.6774 0.7673  0.622
C34 -3.0906 -2.3337 -1.1329  -0.276
C35 6.5921 -0.2203 0.5769  -0.056
C36 -1.8498 -2.1079 4.2666  -0.385
C37 -1.9080 -2.7617 6.5978  -0.074
C38 2.4712 0.7458 5.5157  -0.261
C39 3.4756 1.5239 -0.2178  -0.162
Ba1 0.0537 -0.9463 0.7586  1.232
H34 2.4598 -3.0881 -5.0012  0.124
H35 -5.6449 -3.5338 -4.6299  0.117
H36 -7.0053 -2.4293 -2.8801  0.113
H37 -2.7561 3.4047 -4.5790  0.103
H38 -3.5402 3.7036 0.1584  0.072
H39 1.6585 -4.0940 2.9819  0.023
H40 -2.2620 -3.8153 -2.9265  0.098
C40 1.4851 -0.9443 4.1325  -0.183
C41 2.1738 -8.7997 -4.9186  -0.077
H41 1.3536 2.3438 -4.0373  0.100
O1 4.2619 -6.8446 -0.8528  0.107
H42 -1.1709 0.8497 4.2367  0.040
C42 0.8825 -4.6582 2.4670  -0.297
C43 -2.5754 10.8248 0.5811  -0.088
C44 1.6021 -7.3982 -3.0546  -0.042
H43 -1.2783 5.7878 -0.0025  0.066
C45 3.1090 0.3306 -2.1297  -0.399
C46 -1.0288 2.9258 -1.6952  -0.388
H44 0.6855 -5.5932 2.9957  0.037
C47 -0.9185 -4.2167 4.9716  -0.093
H45 0.9531 -3.0114 -4.0923  0.048
C48 3.9149 -7.8551 -3.5579  -0.020
C49 4.2827 2.4441 -0.8524  -0.084
C50 0.2064 2.6021 -2.2538  -0.131
H46 7.4067 0.0021 -0.0985  0.112
C51 -1.6856 10.9100 -0.4831  -0.094
H47 -0.7747 -5.8198 -5.7614  0.077
C52 -2.5524 5.7723 4.8683  -0.089
H48 0.9152 -4.1260 -6.4578  0.113
C53 -2.5564 6.6492 2.6161  -0.414
H49 1.1958 4.3230 -0.8669  0.092
C54 -2.2030 -1.8589 5.5909  -0.092
C55 1.1253 4.3602 0.2114  -0.095
H50 4.9590 -7.7357 -3.3039  0.121
P3 -1.3150 2.8014 0.0954  1.049
C56 -3.0899 9.5946 0.9571  -0.134
C57 -0.6722 2.9079 -4.4706  -0.084
C58 -2.0912 3.2023 -2.5538  -0.104
C59 1.9676 5.2285 2.2946  -0.082
H51 -4.4664 -0.3148 2.1355  0.040
C60 -4.9759 -1.8054 -2.5568  -0.134
C61 1.0311 -4.6490 -5.5066  -0.215
H52 1.8880 -1.2798 -2.1825  0.014
H53 0.1518 7.7324 4.3368  0.106
H54 -0.6329 9.8233 -1.9998  0.101
C62 -4.0636 -1.0940 2.7828  -0.279
N5 2.5910 -0.7931 -2.7263  0.157
H55 1.1089 -1.9632 4.0957  0.057
H56 -2.6047 5.5404 -1.1405  0.057
C63 0.9306 4.5915 2.9619  -0.099
H57 -5.1671 -1.0650 -1.7808  0.127
H58 1.7056 -5.4919 -5.6937  0.103
H59 4.7287 3.2526 -0.2954  0.097
H60 2.0898 1.8483 2.3779  0.052
H61 -1.7703 -5.8024 2.3763  0.043
H62 -0.5364 2.8936 -5.5432  0.106
C64 3.5229 -8.6323 -4.6387  -0.069
C65 2.0619 5.1071 0.9171  -0.080
H63 -4.3341 -5.0688 -2.3352  0.119
H64 -1.5316 7.6414 -1.3308  0.089
H65 2.9286 2.5869 4.5261  0.109
C66 4.4789 2.2845 -2.2229  -0.077
H66 -0.9944 -4.3177 -4.8549  0.044
C67 -0.3194 -5.1542 -5.0278  -0.099
S2 0.5832 -3.6613 -1.5596  0.635
C68 -4.2960 -4.5543 -3.3013  -0.172
H67 5.7490 -1.7117 -0.7010  0.108
H68 2.9755 -4.8352 -0.4127  0.044
H69 -2.1755 -2.5387 7.6214  0.105
N6 2.8706 0.4986 -0.8275  0.110
N7 -3.6693 -2.4122 -2.3033  -0.077
C69 0.0969 3.6957 0.8708  -0.370
As1 -3.4713 6.7541 0.8983  1.294
N8 2.7740 -5.2248 -1.3319  0.100
H70 -0.7655 3.3201 2.8112  0.090
H71 -1.2820 11.8691 -0.7765  0.100
H72 4.2688 -9.1151 -5.2539  0.104
H73 -3.7851 9.5446 1.7881  0.100
N9 3.3481 1.5438 7.8319  0.133
H74 -3.0754 3.4140 -2.1535  0.096
C70 3.4051 -6.4298 -1.5960  -0.421
H75 -6.4252 -4.7515 -3.6360  0.110
H76 0.3404 -0.7268 -4.8912  0.011
H77 -2.9143 0.8128 4.6197  0.037
H78 7.1927 1.2356 2.1026  0.104
H79 -2.3447 1.5118 3.0946  0.013
H80 0.8595 -6.9193 -2.4286  0.114
H81 -4.5449 -1.0326 3.7623  0.043
C71 2.9519 -7.2263 -2.7814  -0.167
H82 -1.0304 -4.6639 7.0633  0.105

* max |F|: 1.23 eV/A
* total charge: 0
* E_LUMO: 0.2 eV
* spin multiplicity: 1